(1)
This record from the Open Molecules 2025 dataset describes 2 unconnected molecules or ions with the total composition C10H27NO3P in a non-equilibrium geometry. The level of theory is ωB97M-V/def2-TZVPD.

- HOMO-LUMO gap (Eh) = 0.278
- E_tot (Eh) = -1018.61127
- E_HOMO (eV) = -11.66

```
! RIJCOSX wB97M-V def2-TZVPD def2/J DEFGRID3
* xyz 1 1
C 1.236 -2.977 3.673
O -0.190 -2.993 3.308
C -0.678 -1.614 2.995
C -0.322 -1.188 1.425
C -0.757 -2.420 0.396
C -0.359 -2.083 -1.191
C 0.983 -2.871 -1.706
N 2.295 -2.272 -1.253
P 2.485 -0.529 -1.579
O 1.729 0.415 -0.559
H 1.365 -2.605 4.798
H 1.751 -4.034 3.581
H 1.821 -2.216 2.990
H -1.856 -1.624 3.162
H -0.197 -0.798 3.685
H 0.848 -1.122 1.374
H -0.827 -0.164 1.116
H -1.926 -2.606 0.475
H -0.238 -3.414 0.732
H -0.370 -0.930 -1.388
H -1.268 -2.528 -1.826
H 0.925 -2.997 -2.891
H 0.948 -3.974 -1.250
H 3.056 -2.766 -1.810
H 2.511 -2.515 -0.240
H 2.139 -0.158 -2.951
H 3.912 -0.239 -1.433
C -1.673 5.307 -0.360
C -1.509 3.954 0.309
O -2.179 2.899 -0.377
C -1.746 2.630 -1.707
C -0.293 2.196 -1.791
H -2.730 5.523 -0.544
H -1.253 6.098 0.269
H -1.159 5.340 -1.325
H -1.953 4.003 1.309
H -0.452 3.706 0.450
H -1.937 3.492 -2.352
H -2.376 1.815 -2.080
H 0.384 3.012 -1.524
H -0.047 1.877 -2.809
H -0.096 1.368 -1.103
*
```

---

(2)
This record from the Open Molecules 2025 dataset describes a molecular structure, C5H7ClF6N6O8RhS2 in a non-equilibrium geometry. The level of theory is ωB97M-V/def2-TZVPD.

- HOMO-LUMO gap (Eh) = 0.339
- E_tot (Eh) = -3091.12739
- E_HOMO (eV) = -14.03

```
! RIJCOSX wB97M-V def2-TZVPD def2/J DEFGRID3
* xyz 1 1
Rh 0.203 0.262 0.531
F -3.903 -1.952 -1.984
C -2.816 -1.973 -1.243
F -2.658 -3.165 -0.688
F -1.751 -1.681 -1.979
S -2.958 -0.729 0.113
O -1.621 -0.788 0.765
O -4.014 -1.132 0.966
N -3.203 0.604 -0.646
S -2.364 1.916 -0.647
O -1.060 1.772 0.055
O -3.066 3.084 -0.271
C -1.954 2.125 -2.442
F -3.038 2.517 -3.076
F -1.005 3.054 -2.537
F -1.512 0.992 -2.961
N -0.139 -0.065 2.696
N 1.047 -0.462 3.329
C 1.970 -1.061 2.537
N 2.984 -1.669 3.130
N 1.723 -0.985 1.222
N 2.714 -1.474 0.329
O 3.878 -1.389 0.663
O 2.308 -1.737 -0.764
H -0.570 0.712 3.190
H -0.806 -0.835 2.647
H 1.032 -0.630 4.324
H 3.033 -1.715 4.134
H 3.795 -1.925 2.587
Cl 2.223 0.373 -3.840
C 2.342 1.453 -2.457
C 1.538 0.965 -1.302
O 0.576 0.147 -1.394
O 1.743 1.385 -0.114
H 1.952 2.436 -2.730
H 3.378 1.567 -2.146
*
```

---

(3)
This record from the Open Molecules 2025 dataset describes a molecular structure, C39H61AsCaN7OP2Si2 in a non-equilibrium geometry. The level of theory is ωB97M-V/def2-TZVPD.

- HOMO-LUMO gap (Eh) = 0.188
- E_tot (Eh) = -6156.11378
- E_HOMO (eV) = -8.51

```
! RIJCOSX wB97M-V def2-TZVPD def2/J DEFGRID3
* xyz 1 1
Ca -17.672 -14.100 -7.582
C -23.936 -13.753 -10.891
P -22.951 -15.060 -11.673
C -24.225 -16.302 -12.143
N -25.388 -16.146 -11.498
C -26.217 -17.175 -11.456
C -27.369 -17.149 -10.577
C -28.261 -18.178 -10.613
C -28.045 -19.263 -11.485
C -26.913 -19.359 -12.251
C -25.984 -18.342 -12.286
N -24.846 -18.484 -12.984
C -23.923 -17.499 -12.814
P -22.300 -17.805 -13.604
C -22.913 -18.963 -14.910
C -21.380 -18.844 -12.250
C -21.321 -17.788 -11.061
C -20.020 -19.262 -12.616
C -22.231 -20.085 -11.875
C -22.198 -14.017 -13.082
C -20.810 -14.585 -13.525
C -21.924 -12.545 -12.763
C -23.245 -14.136 -14.215
H -23.703 -12.791 -11.344
H -23.772 -13.709 -9.782
H -25.033 -13.881 -11.013
H -27.443 -16.188 -10.064
H -29.150 -18.227 -9.988
H -28.801 -20.003 -11.499
H -26.861 -20.116 -12.993
H -23.434 -19.853 -14.470
H -22.108 -19.349 -15.582
H -23.690 -18.486 -15.537
H -20.700 -16.960 -11.412
H -20.803 -18.383 -10.268
H -22.335 -17.553 -10.696
H -19.348 -18.369 -12.646
H -19.887 -19.919 -13.497
H -19.565 -19.823 -11.765
H -23.318 -20.035 -11.904
H -21.994 -20.357 -10.813
H -21.882 -20.903 -12.493
H -20.006 -14.320 -12.790
H -20.573 -14.064 -14.457
H -20.791 -15.649 -13.613
H -21.535 -12.509 -11.720
H -22.795 -11.901 -12.975
H -21.144 -12.207 -13.529
H -23.631 -15.142 -14.330
H -22.819 -13.841 -15.187
H -24.037 -13.438 -13.992
N -20.454 -16.170 -6.984
C -19.709 -15.486 -7.569
H -21.054 -16.738 -6.375
C -17.797 -15.195 -3.833
C -16.605 -14.917 -4.618
N -15.393 -14.845 -4.017
O -16.861 -14.517 -5.791
H -17.441 -15.606 -2.918
H -18.394 -15.845 -4.433
H -18.357 -14.291 -3.684
H -15.351 -14.850 -2.988
H -14.603 -14.475 -4.504
N -18.444 -7.070 -6.546
C -18.938 -6.015 -5.718
C -18.413 -4.817 -5.352
C -18.985 -4.155 -4.280
C -20.071 -4.653 -3.588
C -20.617 -5.928 -3.959
C -20.065 -6.606 -5.032
N -20.287 -7.887 -5.477
C -19.321 -8.148 -6.350
C -19.094 -9.448 -6.899
C -18.236 -9.579 -8.016
C -17.883 -10.901 -8.322
N -18.526 -11.985 -7.798
C -19.479 -11.744 -6.901
C -19.863 -10.524 -6.445
H -17.665 -7.047 -7.200
H -17.583 -4.406 -5.977
H -18.636 -3.183 -4.042
H -20.470 -4.128 -2.692
H -21.501 -6.267 -3.367
H -17.765 -8.736 -8.520
H -17.212 -11.147 -9.161
H -19.986 -12.691 -6.579
H -20.548 -10.378 -5.540
C -14.097 -16.547 -8.067
Si -15.504 -17.314 -9.010
C -16.383 -18.332 -7.704
C -14.725 -18.628 -10.179
As -16.950 -15.776 -10.151
Si -15.622 -14.580 -11.701
C -13.876 -14.364 -11.191
C -15.452 -15.543 -13.309
C -16.408 -12.901 -12.072
H -13.311 -16.022 -8.639
H -13.490 -17.420 -7.692
H -14.325 -15.851 -7.241
H -16.573 -17.784 -6.765
H -15.716 -19.165 -7.406
H -17.324 -18.815 -7.883
H -15.505 -19.360 -10.372
H -13.866 -19.198 -9.723
H -14.413 -18.243 -11.129
H -13.502 -15.379 -11.047
H -13.789 -13.769 -10.221
H -13.166 -13.936 -11.876
H -14.820 -16.418 -13.199
H -14.908 -14.854 -14.017
H -16.428 -15.822 -13.772
H -16.107 -12.222 -11.256
H -17.509 -13.025 -12.197
H -15.756 -12.502 -12.923
*
```